Entry from OMol25: a structure of composition C19H18F6N6O19S6Y at a distorted geometry (ωB97M-V/def2-TZVPD).

HOMO, eV: -5.78
Energy above the lowest of the compared OMol25 structures with the same formula, charge and spin, kJ/mol: 472.4
LUMO energy, hartree: -0.001
Spin multiplicity: 1
Net charge: -1
Frontier orbital gap, eV: 5.741
Energy, eV: -150186.83071

Each line ends with the Löwdin charge.
CARTESIAN COORDINATES (ANGSTROEM)
Y (19.23707, -17.26517, 4.41128)  1.60
N (18.56279, -16.75048, 6.42863)  -0.39
S (17.22548, -16.56971, 7.25756)  0.51
O (16.69260, -15.20976, 7.48541)  -0.25
O (16.87561, -17.60391, 8.25093)  -0.27
F (16.28964, -17.01506, 6.00753)  -0.22
S (19.42648, -16.48915, 7.94439)  0.58
O (19.72348, -17.63253, 8.69645)  -0.22
O (19.32164, -15.19540, 8.57411)  -0.21
F (20.81116, -16.26278, 7.11695)  -0.20
N (22.88224, -16.21742, 1.98108)  -0.20
S (22.59910, -15.58837, 3.57177)  0.62
O (23.63149, -15.32680, 4.56600)  -0.27
O (21.38976, -16.24720, 4.02809)  -0.42
F (22.03217, -14.18223, 2.98768)  -0.19
S (24.35308, -15.60626, 1.93713)  0.46
O (25.46503, -16.38012, 2.48161)  -0.32
O (24.50409, -14.16041, 1.81433)  -0.30
F (24.42377, -16.06079, 0.41884)  -0.22
N (18.65211, -15.66727, 2.98575)  -0.39
S (18.66637, -15.46695, 1.26483)  0.62
O (19.88156, -16.05107, 0.79297)  -0.25
O (18.25224, -14.25755, 0.54619)  -0.25
F (17.55038, -16.59307, 0.90485)  -0.19
S (18.00040, -14.25272, 3.21609)  0.46
O (16.61447, -14.03734, 2.84784)  -0.27
O (18.94657, -13.14610, 3.12009)  -0.25
F (17.75950, -14.50853, 4.75239)  -0.20
C (19.99247, -19.67893, 2.57229)  -0.28
O (20.35856, -18.30196, 2.46160)  -0.41
H (19.28023, -19.80807, 3.38723)  0.00
H (19.58456, -19.99605, 1.61253)  0.07
H (20.80126, -20.31063, 2.93960)  0.06
C (13.23361, -21.54671, 2.33822)  -0.07
C (14.63116, -21.65057, 2.16076)  -0.05
C (15.47133, -20.58200, 2.57567)  0.02
C (14.88363, -19.38349, 3.00282)  -0.11
C (13.50646, -19.29280, 3.12399)  -0.02
C (12.68761, -20.31611, 2.73046)  -0.07
N (15.77365, -18.19716, 3.37463)  -0.27
O (16.96924, -18.38801, 3.55548)  -0.03
O (15.29961, -17.07102, 3.49344)  0.12
H (12.64910, -22.40873, 2.05245)  0.10
H (14.99385, -22.64570, 1.94964)  0.10
H (16.54990, -20.63384, 2.55602)  0.12
H (13.13926, -18.31834, 3.41030)  0.12
H (11.61059, -20.32255, 2.65062)  0.11
C (23.35907, -20.24399, 9.58588)  -0.11
C (22.03672, -20.34496, 9.24448)  -0.06
C (21.60945, -19.88785, 7.98974)  0.00
C (22.51436, -19.35220, 7.04000)  -0.06
C (23.90511, -19.20960, 7.50279)  0.05
C (24.25938, -19.73104, 8.73856)  -0.10
N (22.04046, -18.83881, 5.73295)  -0.26
O (20.82096, -18.66598, 5.61091)  -0.09
O (22.85469, -18.58676, 4.88122)  0.16
H (23.70595, -20.50982, 10.57351)  0.11
H (21.38506, -20.64963, 10.05003)  0.11
H (20.54008, -19.80902, 7.86081)  0.09
H (24.55039, -18.66840, 6.82668)  0.12
H (25.23311, -19.61145, 9.19018)  0.11
C (14.25612, -22.60615, 5.40189)  -0.08
C (15.43386, -23.26098, 5.04193)  -0.07
C (16.68471, -22.69634, 5.34629)  0.02
C (16.73185, -21.34934, 5.77422)  -0.12
C (15.52846, -20.68805, 5.98334)  0.00
C (14.25879, -21.29050, 5.87939)  -0.04
N (18.02676, -20.65821, 5.83043)  -0.28
O (18.12738, -19.44084, 5.74432)  -0.02
O (19.03395, -21.34355, 5.73799)  0.10
H (13.31170, -23.09932, 5.22513)  0.11
H (15.29902, -24.26638, 4.67127)  0.11
H (17.57255, -23.22864, 5.03840)  0.12
H (15.41606, -19.62330, 6.12505)  0.11
H (13.36539, -20.76007, 6.17413)  0.11

Cartesian forces (eV/Å) of the 6 atoms listed first:
Y 3.304 -2.667 -4.151
N 0.387 1.327 6.257
S -8.881 0.984 -0.654
O 2.155 -3.030 -0.218
O 1.730 1.920 -1.574
F 0.313 -0.157 0.118

---

Entry from OMol25: a structure of composition C19H18MgNOS at a distorted geometry (ωB97M-V/def2-TZVPD).

HOMO, eV: -3.28
Energy above the lowest of the compared OMol25 structures with the same formula, charge and spin, kJ/mol: 0.0
LUMO energy, hartree: 0.094
Spin multiplicity: 1
Net charge: -1
Frontier orbital gap, eV: 5.853
Energy, eV: -39811.36440

Each line ends with the Löwdin charge.
CARTESIAN COORDINATES (ANGSTROEM)
C (0.82073, -2.46299, 2.06107)  -0.28
C (-0.49923, -3.03056, 1.97342)  -0.29
C (-0.91144, -2.92356, 0.61107)  -0.20
H (-1.08247, -3.45895, 2.80046)  0.07
C (0.19687, -2.46098, -0.15651)  -0.19
C (1.27395, -2.18526, 0.74128)  -0.21
H (2.27359, -1.85331, 0.46862)  0.07
H (1.39790, -2.38460, 2.98294)  0.07
H (-1.91779, -3.15394, 0.26176)  0.06
H (0.23749, -2.44097, -1.24110)  0.05
C (-0.99719, 2.57645, 0.01270)  -0.15
C (-0.93171, 2.59045, 1.43805)  -0.25
C (0.45679, 2.72148, 1.80716)  -0.27
H (-1.75881, 2.74821, 2.11546)  0.09
C (1.22459, 2.69507, 0.59984)  -0.18
C (0.32745, 2.63454, -0.49305)  -0.15
H (0.59979, 2.75204, -1.54918)  0.09
H (-1.90131, 2.72842, -0.58182)  0.09
H (0.80786, 3.02451, 2.78241)  0.09
H (2.29171, 2.89773, 0.54406)  0.09
Mg (0.10986, 0.51474, 1.88967)  0.72
O (0.10267, -0.62226, -2.98053)  -0.05
C (-1.34222, -0.68856, -3.05814)  -0.05
C (-0.37434, -1.22110, -4.13043)  -0.29
H (-1.76402, -1.38352, -2.31409)  0.11
H (-1.93555, 0.18210, -3.36024)  0.10
H (-0.30991, -2.31593, -4.19168)  0.15
H (1.16318, -1.96975, -6.20714)  0.11
C (0.75532, -0.96527, -6.34605)  -0.04
C (-0.04644, -0.42869, -5.32049)  -0.17
C (-0.33322, 0.95794, -5.31820)  -0.02
H (-0.74750, 1.43850, -4.42139)  0.11
C (0.06058, 1.73978, -6.40857)  -0.09
H (-0.16052, 2.80927, -6.38018)  0.10
C (0.73783, 1.16727, -7.49275)  -0.10
H (1.02704, 1.78833, -8.33388)  0.09
C (1.12532, -0.17571, -7.42902)  -0.10
H (1.72752, -0.60883, -8.22472)  0.10
S (-1.46203, -0.63378, 3.17787)  0.60
C (-0.46152, -0.36695, 4.48629)  -0.89
N (0.21898, -0.23116, 5.44314)  0.02

Cartesian forces (eV/Å) of the 6 atoms listed first:
C -0.773 -1.207 0.156
C 0.954 0.317 -0.804
C 0.888 -0.398 0.764
H 0.281 0.533 -0.466
C -0.481 0.127 0.463
C -0.708 0.848 -0.018

---

Entry from OMol25: a structure of composition C19H18MnN4OS2 (ωB97M-V/def2-TZVPD).

HOMO (alpha / beta), eV: -11.27 / -11.29
Energy above the lowest of the compared OMol25 structures with the same formula, charge and spin, kJ/mol: 0.0
LUMO energy (alpha / beta), hartree: -0.195 / -0.151
Spin multiplicity: 5
Net charge: +1
Frontier orbital gap (alpha / beta), eV: 5.966 / 7.184
Expectation value of S²: 6.114
Energy, eV: -80988.50632

Each line ends with the Löwdin charge.
CARTESIAN COORDINATES (ANGSTROEM)
Mn (-0.01018, 0.40659, -2.57099)  0.83
C (-0.83933, -0.56400, 1.63151)  0.01
C (-1.03558, -0.23776, 0.18466)  -0.19
N (-0.00659, -0.01167, -0.59848)  -0.05
N (1.23523, -0.07795, 0.03011)  -0.05
C (2.25143, -0.01105, -0.75032)  -1.06
S (2.22851, 0.08397, -2.50471)  0.64
S (3.87108, -0.04513, -0.09674)  0.95
C (3.53869, -0.08027, 1.67967)  -0.41
C (3.19417, -1.41333, 2.29665)  -0.29
C (2.77971, -2.51423, 1.55924)  -0.07
C (2.43626, -3.69762, 2.19648)  -0.08
C (2.50086, -3.79218, 3.57717)  -0.08
C (2.92097, -2.69835, 4.32018)  -0.08
C (3.26774, -1.51934, 3.68298)  -0.05
C (-2.40613, -0.15917, -0.32142)  -0.09
C (-3.48308, -0.27735, 0.57810)  -0.02
C (-4.79295, -0.18676, 0.16111)  -0.06
C (-5.08198, 0.02387, -1.18582)  -0.05
C (-4.06405, 0.14476, -2.10508)  -0.01
C (-2.72781, 0.04694, -1.69081)  -0.31
O (-1.80584, 0.14508, -2.64462)  -0.21
H (0.20913, -0.67205, 1.88236)  0.07
H (-1.35898, -1.49499, 1.85644)  0.11
H (-1.28169, 0.22174, 2.24469)  0.11
H (2.73979, 0.64172, 1.85962)  0.08
H (4.44513, 0.32348, 2.13323)  0.09
H (2.74191, -2.45988, 0.47989)  0.09
H (2.12624, -4.55138, 1.60902)  0.11
H (2.23826, -4.71672, 4.07241)  0.11
H (2.98867, -2.76624, 5.39722)  0.11
H (3.60266, -0.67251, 4.26987)  0.12
H (-3.28975, -0.43880, 1.62743)  0.11
H (-5.59097, -0.28304, 0.88234)  0.11
H (-6.11025, 0.08527, -1.51587)  0.12
H (-4.27146, 0.28357, -3.15707)  0.12
N (-1.30323, 2.94503, -3.24231)  0.03
C (-1.15195, 4.22886, -3.57394)  -0.04
C (0.20398, 4.47433, -3.67933)  -0.02
C (0.81590, 3.26249, -3.38672)  -0.10
N (-0.10821, 2.33127, -3.11409)  -0.10
H (-2.14854, 2.41657, -3.08230)  0.15
H (-2.00669, 4.86817, -3.71116)  0.14
H (0.67884, 5.40359, -3.93334)  0.11
H (1.86012, 3.00444, -3.34728)  0.11

Cartesian forces (eV/Å) of the 6 atoms listed first:
Mn -0.033 -0.034 0.827
C 0.104 -0.035 0.047
C -0.089 0.075 -0.373
N 0.063 -0.202 0.168
N 0.188 -0.015 -0.286
C 0.009 -0.046 0.340

---

Entry from OMol25: the molecule C19H18N2O4 at a distorted geometry (ωB97M-V/def2-TZVPD).

HOMO, eV: -8.08
Energy above the lowest of the compared OMol25 structures with the same formula, charge and spin, kJ/mol: 55.4
LUMO energy, hartree: 0.004
SMILES: CCC(=O)Nc1c(C(=O)Nc2cccc(OC)c2)oc2ccccc12
Spin multiplicity: 1
Net charge: 0
Frontier orbital gap, eV: 8.185
Energy, eV: -31166.28105

Each line ends with the Löwdin charge.
CARTESIAN COORDINATES (ANGSTROEM)
C (-4.72367, -0.89258, -4.07458)  -0.10
C (-3.66374, -0.95402, -2.98323)  -0.16
C (-2.80069, 0.29615, -2.97425)  -0.45
O (-2.94216, 1.21989, -3.73932)  0.09
N (-1.84960, 0.23633, -1.99180)  0.16
C (-0.87076, 1.13206, -1.62836)  -0.07
C (-0.00842, 0.85141, -0.58438)  -0.10
C (0.00731, -0.34633, 0.24156)  -0.37
O (-0.80194, -1.25223, 0.05295)  0.05
N (0.97583, -0.33847, 1.19548)  0.15
C (1.28516, -1.30309, 2.15449)  -0.21
C (0.58625, -2.50232, 2.27366)  -0.02
C (0.95943, -3.40185, 3.25186)  -0.07
C (2.01003, -3.14207, 4.11662)  -0.03
C (2.70939, -1.94541, 3.99965)  -0.28
O (3.75818, -1.57007, 4.78444)  -0.08
C (4.18388, -2.44659, 5.79916)  -0.09
C (2.34023, -1.03231, 3.01623)  0.05
O (0.89017, 1.87022, -0.38368)  0.09
C (0.60084, 2.81366, -1.30855)  -0.20
C (1.25699, 4.02314, -1.47697)  0.00
C (0.80513, 4.85046, -2.48425)  -0.08
C (-0.26800, 4.48232, -3.29806)  -0.08
C (-0.92184, 3.28164, -3.13329)  0.00
C (-0.48602, 2.42449, -2.12173)  -0.06
H (-4.25295, -0.79217, -5.04900)  0.08
H (-5.36798, -0.03053, -3.92320)  0.08
H (-5.33132, -1.79380, -4.06670)  0.07
H (-3.01378, -1.81977, -3.13133)  0.12
H (-4.13272, -1.05543, -2.00156)  0.12
H (-1.81640, -0.59580, -1.39593)  0.12
H (1.55915, 0.48850, 1.21372)  0.15
H (-0.23167, -2.71602, 1.60817)  0.10
H (0.41986, -4.33220, 3.34693)  0.11
H (2.27039, -3.87050, 4.86732)  0.10
H (5.01879, -1.94717, 6.28823)  0.09
H (4.52533, -3.40221, 5.38839)  0.10
H (3.39177, -2.62787, 6.53281)  0.10
H (2.89493, -0.10919, 2.94105)  0.12
H (2.08430, 4.29396, -0.84080)  0.12
H (1.29102, 5.80085, -2.64603)  0.10
H (-0.59086, 5.15833, -4.07518)  0.10
H (-1.74986, 2.99659, -3.76054)  0.09

Cartesian forces (eV/Å) of the 6 atoms listed first:
C 0.155 0.007 0.149
C -0.280 0.122 -0.360
C 0.015 -0.362 0.260
O -0.057 0.181 -0.179
N 0.065 -0.357 0.306
C 0.629 -0.250 0.792

---

Entry from OMol25: the molecule C19H18N2O4S at a distorted geometry (ωB97M-V/def2-TZVPD).

HOMO, eV: -8.76
Energy above the lowest of the compared OMol25 structures with the same formula, charge and spin, kJ/mol: 298.3
LUMO energy, hartree: 0.004
SMILES: CCN(c1ccccc1)S(=O)(=O)c1ccc(NC(=O)c2ccco2)cc1
Spin multiplicity: 1
Net charge: 0
Frontier orbital gap, eV: 8.865
Energy, eV: -42000.06265

Each line ends with the Löwdin charge.
CARTESIAN COORDINATES (ANGSTROEM)
C (4.81982, 1.97394, -1.62385)  -0.08
C (4.70238, 0.78890, -0.67496)  -0.25
N (3.29190, 0.50610, -0.41987)  -0.18
C (2.89515, -0.85030, -0.35229)  -0.30
C (3.64101, -1.81357, 0.31775)  -0.02
C (3.18512, -3.11804, 0.38434)  -0.07
C (1.98508, -3.47140, -0.20943)  -0.09
C (1.24169, -2.51395, -0.87920)  -0.08
C (1.69303, -1.20891, -0.95336)  -0.03
S (2.73171, 1.35176, 0.94315)  0.70
O (3.02733, 2.73871, 0.74482)  -0.28
O (3.23252, 0.73009, 2.13873)  -0.28
C (0.97068, 1.08949, 0.83740)  -0.29
C (0.22521, 1.85338, -0.03998)  -0.04
C (-1.13322, 1.63061, -0.16568)  0.02
C (-1.74214, 0.63289, 0.59765)  -0.20
N (-3.10135, 0.35446, 0.51841)  0.15
C (-4.05461, 0.92896, -0.28234)  -0.39
O (-3.85261, 1.80271, -1.09859)  0.09
C (-5.39320, 0.36593, -0.05407)  -0.18
C (-6.58554, 0.68613, -0.65265)  0.02
C (-7.55881, -0.14862, -0.06480)  -0.04
C (-6.89468, -0.91520, 0.84542)  -0.10
O (-5.58905, -0.61628, 0.86315)  0.04
C (-0.97525, -0.12488, 1.48767)  0.00
C (0.38047, 0.10337, 1.60555)  -0.05
H (5.86702, 2.17654, -1.83387)  0.07
H (4.30478, 1.75622, -2.55608)  0.08
H (4.36952, 2.84961, -1.16671)  0.06
H (5.21740, 1.01120, 0.26736)  0.12
H (5.15550, -0.09968, -1.12248)  0.12
H (4.56351, -1.53300, 0.80175)  0.12
H (3.76669, -3.86041, 0.91080)  0.10
H (1.63183, -4.49017, -0.15197)  0.10
H (0.30806, -2.78383, -1.35049)  0.10
H (1.12536, -0.45899, -1.48206)  0.12
H (0.72214, 2.62028, -0.61196)  0.12
H (-1.72915, 2.21599, -0.84590)  0.10
H (-3.42957, -0.37138, 1.14270)  0.14
H (-6.72619, 1.42635, -1.41233)  0.12
H (-8.60538, -0.17605, -0.28678)  0.11
H (-7.23029, -1.68097, 1.51704)  0.12
H (-1.44839, -0.89288, 2.08256)  0.12
H (0.99452, -0.46515, 2.28545)  0.12

Cartesian forces (eV/Å) of the 6 atoms listed first:
C 0.101 -0.140 0.130
C 0.482 0.519 -0.214
N -0.652 0.647 0.675
C -0.322 -0.852 -0.198
C -0.024 0.131 -0.021
C 0.066 -0.072 0.025

---

energy of number 4 (C19H18N2O4)?
-31166.28105 eV

---

Which formula does entry 3 have?
C19H18MnN4OS2